Here is a molecular structure, C40H36Cl5NOP2Re from the Open Molecules 2025 dataset. Energies are from ωB97M-V/def2-TZVPD.

- Energy above the lowest of the compared OMol25 structures with the same formula, charge and spin: 28.4 kJ/mol
- Gap between HOMO and LUMO (spin up / spin down): 0.2530 / 0.2196 Eh
- 2S+1: 4
- LUMO (spin up / spin down): -5.87 / -7.38 eV
- Energy: -128909.4829 eV
- Total charge: +2

Atoms and positions in Å:
Re: 0.294923 0.077927 -0.063875
Cl: 4.974849 -5.466920 -0.983508
Cl: 2.132334 -6.474651 -1.786257
Cl: 5.299155 -2.565701 0.174119
Cl: -0.336238 -4.573226 -1.517566
Cl: 2.747509 -0.765291 0.484567
P: 1.395917 2.289847 -0.542650
P: 0.833945 0.420795 -2.472270
O: 0.322473 -1.969155 -0.371659
N: 1.455962 1.967073 -2.201348
C: 0.030957 6.649196 -0.131931
C: -0.459696 0.537417 -3.717879
C: -1.742852 1.051305 0.161708
C: -0.422851 -0.864325 3.111159
C: -0.192094 5.972683 -1.322599
C: 2.634182 -2.383437 -0.113956
C: -0.832703 -0.549966 -4.509406
C: -3.014158 -0.685983 -1.318790
C: 1.221046 -4.084890 -0.980790
C: 1.913538 -1.993916 -3.322290
C: -2.229057 -0.291424 -0.109555
C: 4.254724 -2.341701 -3.738632
C: -2.307214 2.282063 -0.477713
C: 3.048220 2.365573 0.161191
C: 3.606585 -4.464508 -0.764252
C: -1.093123 1.030666 1.455208
C: -1.809209 -1.119057 0.913984
C: 3.211077 2.063139 1.513754
C: -0.779637 2.210736 2.320839
C: 1.360518 -2.787433 -0.476026
C: 2.166481 -0.649724 -3.026724
C: 2.954166 -2.827499 -3.697493
C: -1.888429 -0.426333 -5.399896
C: 4.515417 -1.019525 -3.407345
C: 3.476054 -0.171539 -3.055617
C: -2.077253 -2.572728 1.057475
C: 4.134636 2.800861 -0.590966
C: 0.197356 4.648934 -1.452901
C: 0.823981 3.995271 -0.392395
C: 2.327917 -4.913448 -1.120282
C: -2.191485 1.866205 -4.748268
C: 0.667610 6.008951 0.923696
C: 1.074568 4.691759 0.793375
C: -1.010849 -0.331669 1.841286
C: 5.383040 2.904989 0.002418
C: -1.144385 1.746229 -3.848855
C: 3.758765 -3.180493 -0.253463
C: 5.545194 2.595260 1.346860
C: -2.571522 0.775915 -5.518554
C: 4.458953 2.182022 2.106715
H: -3.316769 2.435375 -0.088409
H: -0.643911 3.120331 1.744842
H: 4.015811 3.071921 -1.633942
H: -2.755752 -1.692890 -1.646558
H: -1.619809 2.371126 3.000393
H: -1.724140 3.168345 -0.249365
H: 2.750892 -3.862163 -3.943097
H: 0.916504 -2.405109 -3.227705
H: -4.083586 -0.677713 -1.096007
H: 0.863417 6.540863 1.844803
H: 1.598513 4.215909 1.612165
H: 0.104382 2.046314 2.936845
H: -0.665363 6.476947 -2.154303
H: 3.691301 0.856016 -2.794981
H: -0.853209 2.599470 -3.258632
H: 4.583513 1.947873 3.155339
H: -3.388583 0.867309 -6.221412
H: -1.255358 -3.084056 1.554994
H: -0.276221 7.681392 -0.031222
H: -0.303692 -1.488190 -4.463204
H: 0.033129 4.140987 -2.390541
H: -2.842906 0.002195 -2.147246
H: 0.082979 -1.815154 2.941412
H: -1.208775 -1.042663 3.848476
H: 0.291615 -0.169082 3.549298
H: 5.529069 -0.642663 -3.430925
H: -2.973258 -2.720169 1.667532
H: 2.362852 1.730770 2.105886
H: 5.067169 -2.998055 -4.021860
H: -2.167963 -1.272281 -6.013187
H: -2.386570 2.181324 -1.557657
H: 6.521009 2.681264 1.805420
H: 6.229633 3.238132 -0.582796
H: 1.879221 2.564124 -2.902887
H: -2.245427 -3.046069 0.093363
H: -2.705219 2.812797 -4.852175

Force components x, y, z for each atom (eV/Å):
Re -0.338 0.450 -0.270
Cl -0.033 0.014 0.008
Cl 0.012 -0.023 -0.002
Cl -0.012 -0.012 0.009
Cl 0.016 -0.025 -0.016
Cl 0.367 -0.027 0.094
P -0.020 -0.233 -0.009
P 0.033 -0.033 0.153
O 0.179 0.014 0.006
N -0.028 -0.013 0.018
C 0.001 -0.009 -0.015
C 0.056 0.021 -0.027
C -0.126 0.070 0.040
C 0.061 -0.001 -0.073
C -0.017 0.027 -0.002
C 0.145 -0.010 0.060
C -0.036 0.019 -0.022
C 0.046 0.012 0.035
C -0.103 -0.002 -0.028
C 0.027 0.054 0.008
C -0.059 0.219 -0.349
C -0.003 0.005 -0.009
C 0.035 -0.103 -0.026
C -0.030 -0.029 0.103
C 0.014 -0.012 0.004
C 0.036 -0.228 -0.009
C 0.133 -0.212 0.259
C 0.016 0.016 -0.052
C -0.010 -0.090 0.009
C -0.224 0.010 -0.049
C -0.058 -0.085 -0.001
C 0.000 0.004 0.011
C 0.022 -0.008 0.000
C -0.005 0.030 -0.022
C -0.017 -0.008 -0.003
C -0.014 0.040 -0.002
C 0.013 0.016 -0.005
C 0.030 -0.028 0.052
C -0.033 -0.005 -0.001
C -0.041 -0.026 -0.029
C 0.000 0.009 0.005
C 0.016 -0.026 0.000
C -0.017 0.022 -0.021
C -0.082 0.046 0.205
C 0.016 0.005 -0.020
C -0.045 -0.055 -0.031
C 0.068 0.052 0.005
C -0.024 -0.008 0.014
C 0.019 0.000 0.009
C -0.016 0.001 -0.013
H -0.001 0.022 -0.004
H -0.019 0.017 -0.017
H 0.010 -0.013 -0.005
H 0.008 -0.001 0.004
H -0.003 0.014 0.005
H 0.034 0.066 0.010
H 0.001 0.001 0.003
H 0.016 -0.012 -0.026
H 0.000 0.022 0.014
H -0.004 0.004 -0.003
H 0.009 0.003 0.006
H -0.004 0.007 0.000
H 0.004 0.001 0.003
H 0.022 0.003 0.001
H -0.002 0.061 0.058
H 0.010 0.002 -0.002
H 0.000 -0.001 0.004
H 0.014 -0.009 -0.013
H -0.001 -0.002 -0.001
H -0.009 -0.008 0.012
H -0.036 -0.021 -0.045
H -0.009 -0.011 0.005
H 0.008 0.005 0.019
H -0.034 0.017 -0.026
H -0.001 -0.002 0.001
H 0.000 -0.007 0.004
H 0.006 0.025 0.009
H 0.014 -0.011 0.009
H -0.003 0.002 0.003
H -0.001 0.004 0.003
H -0.012 -0.011 -0.024
H 0.000 0.003 -0.003
H -0.001 -0.004 0.006
H 0.008 -0.010 -0.012
H 0.007 0.006 0.006
H 0.001 -0.008 -0.001

Here is a molecular structure, C40H36CsN7O5 from the Open Molecules 2025 dataset. Energies are from ωB97M-V/def2-TZVPD.

- Gap between HOMO and LUMO: 0.2171 Eh
- LUMO: -0.91 eV
- Energy: -63278.2898 eV
- Total charge: 0

Atoms and positions in Å:
Cs: 0.313601 0.560272 0.027824
O: -0.173413 2.552050 -1.248652
O: -6.843448 -4.862484 -0.165722
O: 0.228731 6.782107 -3.349166
O: -8.112561 -3.231525 0.376663
O: -0.262714 2.529408 1.427971
N: -2.890693 0.139061 -0.077810
N: -7.016022 -3.689959 0.109487
N: 2.350033 -2.567358 -0.341573
N: 1.156121 -0.570624 2.731978
N: 0.962744 -1.282561 -2.399080
N: -2.188290 -2.470620 -0.161329
N: 3.417133 0.242542 0.531794
C: 2.408173 0.259993 4.588692
C: 4.866156 0.821343 2.340446
C: 1.323326 -2.847534 1.915868
C: 0.151033 4.443963 2.718093
C: 2.756648 -1.967880 3.802095
C: -4.498667 -3.193058 -0.013630
C: -5.545696 0.932304 0.207766
C: -1.812658 -3.725020 -0.213149
C: -3.496806 -2.187016 -0.062332
C: 1.473929 0.404836 3.577550
C: -0.062804 3.805031 -1.129660
C: -4.050068 -4.530378 -0.049524
C: 5.144742 -1.252970 1.198941
C: 2.390133 -3.325769 0.907722
C: -3.221486 1.409655 -0.019357
C: 0.809163 -3.255690 -3.722765
C: 4.057035 -0.917916 0.398409
C: 0.001785 4.501967 0.145474
C: -0.126529 -1.213992 -4.523938
C: 0.020736 4.616153 -2.313697
C: 3.574200 -1.844536 -0.686155
C: -0.064454 3.750510 1.377617
C: 1.774087 -1.743781 2.838048
C: 1.202654 -2.574346 -2.571324
C: 0.144828 5.975030 -2.263028
C: -5.879215 -2.766745 0.093636
C: 3.063001 -0.958654 4.697707
C: 5.554131 -0.369390 2.184412
C: 0.316988 -0.618628 -3.355943
C: -4.543790 1.859749 0.134547
C: 0.182706 6.159438 -4.613652
C: 3.812608 1.082630 1.477921
C: -3.859792 -0.783636 -0.001451
C: 0.197774 6.642331 -1.018780
C: 1.902864 -3.352211 -1.473307
C: 0.129670 -2.565311 -4.709537
C: -5.216142 -0.434915 0.132155
C: -2.707825 -4.793704 -0.153107
C: -6.201793 -1.450665 0.173290
C: 0.130718 5.910265 0.128993
H: 4.389971 -2.541992 -0.946817
H: -0.191663 -3.072839 -5.610042
H: -7.242526 -1.171370 0.250574
H: 3.377314 -3.260275 1.370167
H: -4.749225 2.919856 0.187958
H: -2.400114 2.113631 -0.103737
H: 2.217481 -4.387245 0.703917
H: 0.291774 7.719730 -1.007485
H: 3.808240 -1.118351 5.467471
H: 0.174862 6.458794 1.058537
H: 1.033745 -4.309755 -3.836206
H: -0.745038 -3.900148 -0.295757
H: 3.253533 -2.929073 3.863060
H: 3.342007 -1.239712 -1.563080
H: 6.391398 -0.613301 2.826351
H: 5.147760 1.536894 3.100838
H: 2.621246 1.072448 5.270616
H: 1.138180 4.157246 3.088141
H: 0.245828 6.958359 -5.348384
H: -0.655704 -0.638882 -5.271297
H: 2.740392 -3.905916 -1.935358
H: 0.158833 0.439273 -3.169226
H: 1.022951 -3.698992 2.534744
H: -2.348941 -5.813600 -0.183117
H: -4.752379 -5.340304 0.003281
H: 0.091837 5.525344 2.691739
H: -0.588897 4.059802 3.419835
H: -0.018157 4.071020 -3.248210
H: 1.195997 -4.104058 -1.117576
H: 3.265456 2.019497 1.535242
H: 0.450967 -2.495210 1.364532
H: 0.935509 1.338064 3.434197
H: -0.752021 5.610425 -4.757492
H: -6.582580 1.225540 0.318991
H: 1.022778 5.473383 -4.754065
H: 5.666600 -2.190066 1.050268

Force components x, y, z for each atom (eV/Å):
Cs 0.647 -3.646 -0.073
O -0.483 1.804 -1.110
O 0.286 0.033 -0.021
O -0.009 0.039 -0.024
O 0.168 0.026 0.047
O -0.409 1.572 1.147
N 0.141 -0.016 -0.038
N -0.609 -0.224 -0.031
N 0.138 0.088 -0.033
N -0.078 -0.160 0.205
N 0.179 -0.125 -0.012
N 0.148 0.065 -0.004
N 0.003 -0.037 -0.104
C -0.002 -0.098 0.049
C 0.147 -0.008 -0.065
C 0.182 -0.073 -0.073
C -0.081 -0.082 -0.083
C -0.012 0.042 0.065
C 0.108 -0.092 -0.002
C 0.027 -0.036 -0.015
C 0.002 0.065 0.011
C -0.217 -0.311 -0.008
C -0.069 0.121 0.208
C -0.028 0.438 -0.092
C 0.108 0.061 -0.007
C 0.008 0.041 -0.031
C -0.194 0.046 0.084
C -0.005 0.001 -0.004
C -0.009 0.036 -0.006
C 0.210 -0.052 0.013
C -0.052 -0.397 -0.177
C -0.036 -0.006 -0.045
C -0.033 -0.216 -0.148
C -0.065 -0.054 0.054
C -0.010 0.373 0.153
C -0.022 -0.030 0.076
C -0.057 -0.056 -0.131
C 0.020 -0.075 0.216
C 0.333 0.671 0.042
C 0.020 0.003 -0.051
C -0.040 0.017 0.028
C -0.025 0.016 -0.115
C -0.083 0.034 0.007
C 0.003 0.000 -0.187
C 0.077 0.080 -0.030
C -0.332 0.206 0.035
C 0.011 0.159 0.059
C -0.027 0.103 0.029
C 0.040 -0.019 0.067
C 0.429 0.081 -0.035
C -0.144 -0.048 0.015
C -0.214 -0.418 -0.031
C 0.044 0.109 -0.052
H -0.033 -0.011 0.000
H -0.011 0.011 -0.004
H -0.017 -0.023 0.022
H 0.057 -0.019 -0.019
H 0.005 -0.002 -0.010
H 0.024 0.084 0.014
H 0.062 0.000 -0.025
H -0.003 -0.019 0.020
H -0.009 0.000 0.002
H 0.003 -0.029 0.029
H -0.001 0.003 0.015
H -0.016 -0.025 0.009
H -0.023 -0.002 -0.005
H 0.065 -0.007 -0.029
H 0.006 0.012 -0.009
H -0.024 0.016 -0.010
H -0.030 0.019 -0.025
H 0.010 0.021 -0.001
H 0.002 0.001 0.006
H 0.014 0.034 0.024
H -0.029 -0.064 0.027
H -0.068 0.035 -0.005
H -0.028 0.015 -0.008
H 0.003 0.004 -0.002
H -0.105 -0.049 -0.011
H 0.023 0.021 0.060
H 0.016 -0.025 -0.003
H -0.004 0.043 0.050
H 0.030 -0.028 0.000
H -0.012 -0.021 0.065
H -0.023 -0.058 0.031
H 0.021 -0.003 -0.014
H 0.008 0.014 0.030
H -0.002 0.006 -0.002
H -0.012 0.008 0.035
H -0.035 -0.011 -0.027

Question: energy of number 2 (C40H36CsN7O5)?
Answer: -63278.2898 eV

Question: energy of number 2 (C40H36CsN7O5)?
Answer: -63278.2898 eV

Question: Among the records above, which one has the lowest total charge?
Answer: C40H36CsN7O5